27
Properties=species:S:1:pos:R:3 method="wB97M-V/def2-TZVPD" multiplicity=2 homo_energy_ev="-15.361 / -15.357" lumo_ev="-8.508 / -8.507" homo_lumo_gap_ev="6.853 / 6.849" total_charge=+2
I -2.4337 -1.4318 -0.6660
I -2.5697 1.3342 -0.6617
Ce 1.3908 0.0733 0.3606
P 0.3293 0.0050 -2.5541
C -1.1899 -0.0145 -3.5755
C 1.2423 1.4280 -3.2707
H 2.2311 -1.4971 -2.7598
H 1.4102 -1.2165 -4.3399
H 0.6644 -2.2933 -3.1051
C 1.2616 -1.3937 -3.2614
H 2.2190 1.5435 -2.7665
H 1.3859 1.2594 -4.3519
H -1.0004 -0.0085 -4.6480
H -1.8086 0.8699 -3.2900
H 0.6286 2.3295 -3.1018
H -1.7740 -0.9163 -3.2873
C -4.4749 0.0287 0.8088
O -5.4440 -0.1236 1.4076
Cl 3.8076 0.0320 -0.3500
S -0.7624 0.0319 4.5135
C 0.8842 -0.1040 5.0597
C 1.7630 -0.1193 4.0251
N 1.1503 0.0257 2.7643
C -0.2492 0.1311 2.8587
H 1.2015 -0.1518 6.0789
H 2.8376 -0.2300 4.0293
H -0.9670 0.2400 2.0271